[1]
Density functional theory data (ωB97M-V with the def2-TZVPD basis set) for a molecular structure, C14H8Cl5N5O2ReS.

The geometry in XYZ format:
```
36
Properties=species:S:1:pos:R:3:forces:R:3:lowdin_charge:R:1
Re -0.12813 -0.56467 -0.99732 0.226 -0.265 -0.114 1.32
Cl -5.28454 1.05472 3.74733 0.001 0.003 -0.005 0.79
C -3.87440 0.61827 2.90323 0.020 -0.006 0.051 -0.68
C -3.89301 0.58008 1.50647 0.017 -0.012 -0.044 -0.69
Cl -5.29063 0.95465 0.60618 0.005 0.001 0.010 0.78
C -2.72599 0.21947 0.85599 -0.062 0.022 -0.002 -0.53
Cl -2.62753 0.10845 -0.87772 -0.094 0.012 -0.006 0.89
C -1.57021 -0.10279 1.53245 0.075 -0.018 0.045 -0.38
O -0.45429 -0.45400 0.81716 -0.064 0.064 0.002 -0.32
C -1.54182 -0.06640 2.91708 0.008 -0.005 -0.019 -0.60
Cl -0.09282 -0.46764 3.73556 0.004 0.003 -0.006 0.78
C -2.70110 0.29661 3.60489 -0.038 0.006 -0.017 -0.67
Cl -2.68524 0.34467 5.30495 0.001 0.001 0.005 0.78
C 3.03980 -1.67865 2.09113 -0.019 -0.001 -0.017 0.02
N 3.33315 -0.50038 1.26612 0.024 0.027 0.004 -0.08
C 4.15532 0.53550 1.65395 -0.039 0.031 0.013 0.02
C 4.24752 1.39504 0.61196 0.039 -0.035 -0.011 0.00
N 3.48777 0.85734 -0.39802 -0.043 0.051 0.001 0.11
C 2.93058 -0.29064 0.01100 0.020 -0.045 -0.003 -0.63
S 1.98872 -1.40680 -0.96581 -0.005 -0.020 0.031 0.78
H 3.00809 -1.36474 3.12987 0.006 -0.012 0.006 0.10
H 3.82107 -2.42220 1.94950 -0.007 -0.007 0.005 0.12
H 2.07519 -2.08850 1.80681 -0.002 0.012 0.003 0.07
H 4.60059 0.57113 2.63295 -0.004 -0.002 0.002 0.15
H 4.78539 2.32017 0.50362 0.005 -0.002 -0.001 0.15
H 3.39602 1.23410 -1.32990 -0.006 -0.002 -0.004 0.18
N -0.97963 1.62062 -4.31606 -0.006 0.006 0.024 0.27
C -0.81649 0.59169 -3.52196 -0.020 -0.010 0.004 -0.43
O -0.03598 0.74609 -2.45397 -0.049 -0.066 0.044 -0.23
C -1.40449 -0.67802 -3.72440 -0.043 -0.049 -0.047 -0.20
C -2.26339 -0.95629 -4.82108 0.022 0.013 0.004 -0.16
N -2.95147 -1.07571 -5.73344 -0.009 0.000 0.000 0.22
C -0.97632 -1.59071 -2.77528 -0.035 0.130 -0.056 -0.29
N -0.48654 -2.38551 -2.01492 0.059 0.173 0.116 0.07
H -1.54035 1.53911 -5.15438 0.008 -0.001 -0.005 0.15
H -0.54482 2.50595 -4.10397 0.004 0.002 -0.010 0.15
```
Forces are in eV/Å.

As for the LUMO energy (alpha / beta): -8.534 / -8.894 eV. The total energy is -101754.30804 eV. Its energy above the lowest of the compared OMol25 structures with the same formula, charge and spin is 0.150 eV. Its total charge is +2. The calculation puts the HOMO-LUMO gap (alpha / beta) at 6.235 / 5.903 eV. The spin multiplicity is 2.

***

[2]
Density functional theory data (ωB97M-V with the def2-TZVPD basis set) for C5H8O in the gas phase at a distorted geometry.

The geometry in XYZ format:
```
14
Properties=species:S:1:pos:R:3:forces:R:3:lowdin_charge:R:1
C 1.77607 -0.33188 0.26051 0.045 0.049 -0.048 -0.03
C 0.55602 0.20408 -0.48904 0.233 0.251 -0.293 -0.40
O -0.28157 -0.87625 -0.87042 0.077 0.021 -0.242 -0.11
C -1.64296 -0.56924 -0.52552 -0.246 -0.100 0.116 -0.20
C -1.59252 0.59152 0.43064 1.118 -0.450 0.360 -0.08
C -0.32801 1.06365 0.34872 0.441 0.278 -0.517 -0.07
H 2.34358 -0.99523 -0.39908 -0.091 0.107 0.081 0.08
H 2.43420 0.48307 0.57990 -0.086 -0.076 -0.068 0.08
H 1.47952 -0.91125 1.14354 -0.071 0.170 -0.190 0.09
H 0.87420 0.78552 -1.36039 0.209 -0.164 -0.326 0.15
H -2.19603 -0.29592 -1.44012 0.092 0.032 0.274 0.12
H -2.12065 -1.46110 -0.11004 0.152 0.051 -0.027 0.11
H -1.26264 0.45732 1.49794 -2.156 0.147 0.816 0.14
H 0.01093 1.89714 0.96075 0.283 -0.316 0.065 0.12
```
Forces are in eV/Å.

As for the LUMO energy: 1.032 eV. The total energy is -7358.96483 eV. Its energy above the lowest of the compared OMol25 structures with the same formula, charge and spin is 3.290 eV. Its total charge is 0. As for the SMILES: C[C@@H]1C=CCO1. The calculation puts the HOMO-LUMO gap at 10.056 eV.

***

[3]
Density functional theory data (ωB97M-V with the def2-TZVPD basis set) for 2 unconnected molecules or ions with the total composition C2H6O4 at a distorted geometry.

The geometry in XYZ format:
```
12
Properties=species:S:1:pos:R:3:forces:R:3:lowdin_charge:R:1
O -3.50129 2.02041 -0.87271 0.576 -0.768 -0.778 -0.09
H -2.71897 1.45680 -0.67626 -0.797 0.552 -0.222 0.03
H -3.71430 1.82960 -1.81423 0.261 0.180 1.024 0.05
O 0.82177 -1.73682 1.61189 0.077 0.099 -0.214 0.12
O -0.74547 -0.51851 0.55600 0.668 -1.261 0.554 0.06
O 2.88028 -0.83801 -0.00764 -0.208 1.031 0.365 -0.04
C 0.55732 -0.94253 0.75792 0.004 0.615 -0.598 -0.47
C 1.60919 -0.27655 -0.21554 -1.450 0.047 0.918 -0.17
H -1.23544 -1.16402 1.13503 0.229 1.011 -0.599 0.14
H 3.20951 -0.26759 0.71805 0.328 -0.995 -0.560 0.11
H 1.63824 0.79829 0.04779 -0.321 -0.320 -0.298 0.13
H 1.19914 -0.36104 -1.24031 0.632 -0.190 0.407 0.13
```
Forces are in eV/Å.

As for the LUMO energy: 0.434 eV. The total energy is -10360.96677 eV. Its energy above the lowest of the compared OMol25 structures with the same formula, charge and spin is 0.460 eV. Its total charge is 0. As for the SMILES: O=C(O)CO.O. The calculation puts the HOMO-LUMO gap at 11.174 eV.

***

[4]
Density functional theory data (ωB97M-V with the def2-TZVPD basis set) for 4 unconnected molecules or ions with the total composition C24H20N4O8 at a distorted geometry.

The geometry in XYZ format:
```
56
Properties=species:S:1:pos:R:3:forces:R:3:lowdin_charge:R:1
C -4.18330 -3.56400 -2.58636 -0.146 0.177 -0.233 -0.06
C -4.99555 -2.70484 -1.85248 0.207 0.231 0.084 -0.08
C -6.18564 -2.23943 -2.37781 -0.487 -0.183 -0.198 0.00
C -6.60598 -2.72913 -3.60580 0.286 0.119 0.014 -0.15
C -5.86039 -3.63878 -4.32351 0.220 -0.734 0.278 0.00
C -4.65059 -4.07568 -3.78825 0.080 0.445 -0.357 -0.06
N -7.86433 -2.23222 -4.17899 -0.068 0.018 -0.072 -0.36
O -8.40328 -2.93178 -5.01252 -0.025 0.103 0.005 0.08
O -8.27692 -1.15658 -3.79050 0.002 -0.146 0.020 0.08
H -3.16148 -3.74182 -2.27695 -0.147 -0.360 0.244 0.11
H -4.67431 -2.36151 -0.87854 0.040 0.051 -0.043 0.09
H -6.82962 -1.52553 -1.88253 0.153 -0.018 0.166 0.12
H -6.19192 -4.07236 -5.25505 -0.227 0.279 -0.047 0.12
H -4.05083 -4.74666 -4.38897 0.083 -0.034 0.142 0.11
C 1.62737 -3.33342 3.75552 0.274 0.051 -0.966 -0.08
C 1.40624 -2.59629 4.90366 0.004 -0.253 0.162 -0.07
C 1.82515 -1.27293 4.98954 -0.358 -0.161 0.005 0.00
C 2.46365 -0.71724 3.89898 -0.227 -0.210 0.265 -0.15
C 2.71818 -1.44775 2.75450 0.785 0.223 -0.134 -0.03
C 2.32335 -2.76881 2.68139 -0.145 0.097 0.384 -0.07
N 2.92134 0.68173 3.98159 0.083 0.051 -0.251 -0.34
O 3.54311 1.11943 3.03360 -0.127 -0.009 0.172 0.08
O 2.64527 1.29906 4.98820 0.024 0.045 -0.015 0.09
H 1.26163 -4.34193 3.60811 0.058 -0.073 0.470 0.11
H 0.95345 -3.09503 5.75104 -0.180 0.241 0.023 0.11
H 1.60753 -0.68185 5.86549 0.185 0.048 0.040 0.12
H 3.32749 -0.98002 1.99060 -0.195 -0.061 -0.113 0.12
H 2.60874 -3.36098 1.82315 -0.219 -0.016 -0.070 0.11
C -2.30297 -1.06690 0.95780 -0.001 -0.023 -0.162 -0.06
C -2.60751 -0.36005 -0.19837 -0.128 0.101 0.045 -0.07
C -1.65805 0.43011 -0.82216 -0.093 0.270 -0.326 0.00
C -0.42932 0.60539 -0.21776 -0.483 -0.973 0.184 -0.15
C -0.10361 -0.13394 0.90741 0.871 -0.188 -0.293 0.00
C -1.00320 -1.03341 1.44553 -0.044 0.239 0.135 -0.05
N 0.61399 1.36227 -0.88834 0.115 0.486 -0.341 -0.34
O 0.48753 1.55085 -2.08574 0.005 -0.016 0.128 0.08
O 1.54669 1.76277 -0.22310 0.002 -0.173 0.130 0.09
H -3.06887 -1.65186 1.45045 0.081 -0.186 -0.085 0.11
H -3.58127 -0.43234 -0.66185 -0.058 -0.015 0.119 0.09
H -1.87270 0.87827 -1.78270 0.047 0.170 0.106 0.12
H 0.92562 -0.11682 1.24315 -0.109 0.156 0.177 0.10
H -0.65107 -1.71305 2.21063 -0.207 0.152 0.235 0.10
C 3.79728 4.47731 -2.36710 0.532 0.156 0.029 -0.07
C 4.36400 5.65427 -1.87716 -0.229 -0.291 -0.253 -0.07
C 4.91343 5.69064 -0.60810 0.113 0.155 -0.569 -0.01
C 4.93669 4.52099 0.13266 0.053 0.223 0.365 -0.14
C 4.38270 3.34429 -0.32107 0.076 -0.366 -0.596 0.00
C 3.86529 3.32011 -1.61090 -0.681 0.203 0.143 -0.08
N 5.59833 4.54767 1.45266 -0.111 -0.104 0.243 -0.35
O 5.43299 3.59191 2.18796 0.112 0.269 -0.249 0.08
O 6.27267 5.52650 1.71928 -0.110 -0.166 0.011 0.07
H 3.34563 4.46267 -3.34998 0.032 -0.031 -0.021 0.11
H 4.41150 6.52498 -2.51842 -0.170 0.111 0.168 0.11
H 5.33119 6.62576 -0.26940 0.166 -0.195 0.357 0.12
H 4.35757 2.42776 0.24843 0.186 0.193 0.332 0.11
H 3.39712 2.42017 -1.98089 0.100 -0.076 0.012 0.09
```
Forces are in eV/Å.

As for the LUMO energy: -0.793 eV. The total energy is -47541.43022 eV. Its energy above the lowest of the compared OMol25 structures with the same formula, charge and spin is 8.282 eV. Its total charge is 0. As for the SMILES: O=[N+]([O-])c1ccccc1.O=[N+]([O-])c1ccccc1.O=[N+]([O-])c1ccccc1.O=[N+]([O-])c1ccccc1. The calculation puts the HOMO-LUMO gap at 8.856 eV.